(1)
Here is a structure of composition C25H57N3O2OsP2 from the OMol25 dataset. Energies are from the ωB97M-V functional and the def2-TZVPD basis.

Geometry as XYZ:
```
90
Properties=species:S:1:pos:R:3:forces:R:3:lowdin_charge:R:1
Os -0.070938 -0.176561 -0.537441 0.5 2.2 1.6 1.06
C 1.707065 -0.389437 -1.168834 7.4 -1.1 -1.5 -0.34
O 2.846053 -0.484846 -1.460739 -5.0 0.6 1.1 0.16
C -1.933335 0.040263 -0.324407 -6.7 0.4 1.8 -0.37
O -3.080320 0.212677 -0.129206 4.2 -0.4 -1.0 0.13
P -0.031437 2.031778 -1.505943 -0.5 -1.5 -2.8 1.01
C -0.416878 1.959344 -3.320241 0.2 0.4 0.1 -0.52
H -0.395062 3.015600 -3.626390 0.0 -0.3 0.1 0.10
C -1.306792 3.229242 -0.882167 -0.7 2.7 1.3 -0.44
H -2.219271 2.605630 -0.860106 0.3 -0.7 -0.4 0.12
C 1.597828 2.920848 -1.547268 1.4 2.7 0.8 -0.44
H 2.255194 2.168961 -2.019221 -0.5 -0.6 -0.3 0.13
C 1.368814 -3.359573 0.575204 0.7 0.5 0.3 -0.51
P -0.109876 -2.488405 -0.107057 -0.3 -3.9 -0.6 0.96
H -0.840066 -4.107947 -1.720403 0.2 0.3 -0.1 0.13
H 2.145484 -3.157341 -0.182264 -0.2 -0.1 0.2 0.10
C -1.528719 -3.386758 0.700642 -0.3 0.5 0.4 -0.48
H -1.226581 -4.446073 0.691715 0.1 0.4 -0.1 0.12
C -0.996308 3.663457 0.553647 0.1 -0.1 0.0 -0.08
H -1.941070 3.934244 1.048461 0.1 0.1 -0.1 0.13
H -0.345166 4.549266 0.587883 -0.3 -0.2 0.0 0.10
H -0.525067 2.867869 1.146331 -0.1 0.1 -0.1 0.04
C -1.612620 4.449045 -1.761262 0.6 -0.8 -0.4 -0.02
H -0.808486 5.194304 -1.741298 -0.2 0.0 0.1 0.10
H -2.507005 4.930885 -1.345888 0.0 0.1 0.1 0.14
H -1.837514 4.193288 -2.802036 -0.1 0.1 0.3 0.10
C 1.660571 4.201080 -2.391194 -0.6 -0.6 -0.1 -0.03
H 1.250482 4.098737 -3.402093 0.2 0.0 0.2 0.10
H 2.722721 4.457425 -2.500414 0.0 0.1 0.0 0.14
H 1.181090 5.051249 -1.887766 0.2 -0.1 0.0 0.10
C 2.164546 3.226840 -0.161379 -0.3 -0.4 0.1 -0.06
H 3.204452 3.562076 -0.284872 -0.2 0.0 0.0 0.13
H 2.177956 2.346978 0.490395 0.1 0.2 -0.2 0.04
H 1.612401 4.025269 0.350177 0.3 -0.1 -0.2 0.09
C 0.654951 1.207615 -4.109877 0.4 -0.2 0.1 -0.10
H 1.646126 1.673836 -4.035709 -0.2 0.0 -0.1 0.09
H 0.363434 1.180264 -5.168247 0.2 0.1 0.3 0.11
H 0.756229 0.168725 -3.768635 0.0 0.3 -0.1 0.03
C -1.811294 1.403929 -3.612521 -0.3 -0.3 0.1 -0.06
H -1.897587 0.345540 -3.327181 0.0 0.3 -0.1 0.06
H -1.986575 1.469769 -4.696586 0.0 0.0 0.3 0.12
H -2.604826 1.961445 -3.100374 0.1 -0.1 -0.2 0.09
C 1.223115 -4.883302 0.728577 -0.2 -0.1 0.0 -0.06
H 0.849896 -5.391515 -0.168512 0.0 0.1 0.2 0.09
H 0.583372 -5.147879 1.582556 0.2 0.1 -0.2 0.10
H 2.219202 -5.294865 0.946527 -0.2 0.1 -0.1 0.12
C 1.852478 -2.766702 1.898897 0.3 0.0 0.2 -0.10
H 1.115257 -2.894284 2.705200 0.2 0.0 -0.2 0.07
C -0.992340 -2.137681 -2.620516 -0.3 -0.8 -0.4 -0.16
H 2.085462 -1.699901 1.798440 0.0 -0.2 0.1 0.03
H 2.774301 -3.286112 2.204491 -0.3 0.2 0.0 0.11
C 1.111780 -3.563721 -2.457697 0.1 0.1 0.0 -0.06
H -0.707215 -1.080943 -2.297431 -0.2 -0.8 -0.8 -0.03
H -0.730745 -2.259084 -3.669273 -0.2 0.2 0.4 0.02
H -2.083890 -2.247788 -2.560764 0.2 0.3 0.2 0.10
C -0.225865 -3.196457 -1.814714 -0.3 0.2 0.0 -0.48
H 0.950601 -3.771117 -3.521255 0.1 0.0 0.2 0.11
H 1.553593 -4.454676 -2.004132 0.0 0.2 -0.1 0.09
H 1.840046 -2.747751 -2.381760 0.0 -0.1 -0.2 0.07
C -2.862555 -3.267715 -0.035136 0.0 0.1 -0.1 -0.07
H -3.172824 -2.219862 -0.123323 -0.1 -0.3 0.0 0.06
H -3.624006 -3.797269 0.553634 0.1 0.1 -0.2 0.11
H -2.835676 -3.720592 -1.031199 -0.1 0.1 0.2 0.09
C -1.666738 -2.926774 2.150272 -0.1 -0.2 0.5 -0.10
H -1.583872 -1.829675 2.221529 -0.1 -0.2 -0.1 0.03
H -0.907383 -3.366968 2.814618 -0.2 0.1 -0.2 0.08
H -2.653698 -3.214333 2.544902 0.3 0.1 -0.1 0.11
H -0.115607 -1.635869 -4.962290 0.1 0.6 -0.7 0.09
H -0.246177 -0.902491 -5.043924 0.1 -0.6 -0.3 0.08
C 2.778448 1.054607 3.185126 0.6 0.0 -0.3 0.02
N 1.387400 0.857544 3.589946 -1.2 -0.5 -0.2 -0.07
C 1.056814 1.357267 4.924415 -0.2 0.2 1.0 0.01
C 0.424912 0.463586 2.722969 3.6 0.7 -1.4 -0.35
N 0.716862 0.418795 1.411357 -1.0 -0.3 1.1 0.00
N -0.805835 0.098296 3.242133 -1.8 0.7 2.0 0.01
C -0.891209 -0.676477 4.491212 0.6 -1.1 -0.2 0.03
C -2.025523 0.843856 2.928055 0.0 0.1 -1.2 0.05
H 3.370288 1.190949 4.095313 -0.1 0.0 -0.2 0.13
H 2.921730 1.954460 2.561183 -0.2 -0.2 0.2 0.11
H 3.184091 0.171016 2.667230 -0.3 0.2 0.1 0.12
H 0.115918 1.927726 4.907492 0.4 -0.2 0.1 0.12
H 0.997260 0.539953 5.658848 0.2 0.4 -0.2 0.12
H 1.862484 2.020515 5.252636 -0.3 0.0 -0.1 0.12
H 1.682702 0.705562 1.274745 -0.2 -0.1 0.3 0.02
H -1.086399 -0.052233 5.375735 -0.1 0.2 -0.4 0.14
H -1.725394 -1.384139 4.407728 0.0 0.2 -0.1 0.13
H 0.038147 -1.248718 4.639246 -0.4 0.3 -0.1 0.13
H -1.865355 1.469633 2.038617 0.0 -0.3 0.4 0.07
H -2.853055 0.139611 2.747671 0.2 0.1 0.2 0.14
H -2.317360 1.503000 3.765181 0.3 -0.3 0.1 0.16
```
Positions in Å, forces in eV/Å.

Calculated values
2S+1 ... 5
Gap between HOMO and LUMO (alpha / beta) ... 7.949 / 3.652 eV
E_HOMO (alpha / beta) ... -19.745 / -21.042 eV
Relative energy (zero: lowest compared OMol25 entry of this formula, charge and spin) ... 0.0 kcal/mol
⟨S²⟩ ... 6.033
Charge ... +4

=====

(2)
Here is a cluster of 2 separate species, C5H11NO3 in total from the OMol25 dataset. Energies are from the ωB97M-V functional and the def2-TZVPD basis.

Geometry as XYZ:
```
20
Properties=species:S:1:pos:R:3:forces:R:3:lowdin_charge:R:1
C -0.287466 0.928064 0.207125 4.2 3.1 0.8 -0.46
C 1.312054 -1.679767 -0.834711 -3.0 0.4 0.1 -0.14
C -0.785382 0.919150 1.632681 -0.3 -0.9 -0.2 -0.04
C -0.994811 1.879417 -0.728969 -0.4 -0.7 -0.3 -0.04
N 1.013070 0.634634 0.022628 -3.3 1.6 1.0 0.14
C -0.433601 -1.023490 -0.617531 4.6 -6.6 -2.9 -0.51
O -0.798926 -1.739532 0.477537 -1.2 1.1 0.1 0.06
O 1.817512 -2.046159 0.421787 0.2 0.3 0.1 -0.10
O -1.032505 -0.953910 -1.673582 -0.7 1.6 1.6 0.07
H 0.009147 -2.120710 0.887676 0.0 0.5 -0.3 0.10
H 2.135992 -1.222308 0.835311 -0.2 -0.3 -0.2 0.09
H 1.307205 0.955392 -0.905127 -0.2 -0.2 0.0 0.09
H 1.995318 -1.084293 -1.437518 -0.2 0.2 0.1 0.10
H 0.995288 -2.572359 -1.373660 0.4 -0.2 0.1 0.11
H -2.073874 1.722945 -0.674648 0.0 0.1 -0.1 0.09
H -0.241751 0.185284 2.226266 0.0 0.1 0.0 0.08
H -0.630436 1.904724 2.081453 0.0 0.0 -0.3 0.09
H -1.849731 0.680819 1.663644 0.0 0.0 0.1 0.09
H -0.776959 2.914168 -0.449737 0.0 -0.2 0.2 0.09
H -0.680143 1.717930 -1.760627 0.0 0.0 0.1 0.08
```
Positions in Å, forces in eV/Å.

Calculated values
Gap between HOMO and LUMO ... 8.134 eV
E_HOMO ... -8.404 eV
SMILES ... O=C(O)CO.CC(C)=N
Relative energy (zero: lowest compared OMol25 entry of this formula, charge and spin) ... 94.4 kcal/mol

=====

(3)
Here is a structure of composition C24H28F10N9O20S10Sn from the OMol25 dataset. Energies are from the ωB97M-V functional and the def2-TZVPD basis.

Geometry as XYZ:
```
102
Properties=species:S:1:pos:R:3:forces:R:3:lowdin_charge:R:1
Sn -0.238729 -0.244052 -0.754603 -0.4 -0.3 -0.5 1.68
C -0.540602 -6.366320 -2.395418 0.9 0.6 0.1 0.08
N 0.337951 -5.864845 -1.266632 1.6 -0.3 0.7 -0.03
C 1.419542 -6.624142 -0.870747 -0.2 0.5 2.1 0.06
C 2.264693 -6.231282 0.226209 -2.0 0.5 -2.1 0.08
C 2.060690 -4.937009 0.766277 0.6 -1.3 -1.3 -0.18
C 1.101765 -4.130103 0.230050 -1.8 -0.5 -0.5 0.04
C 0.201304 -4.643655 -0.737077 0.9 0.4 -0.7 0.00
C 2.991543 -4.460684 1.784999 0.8 -0.1 1.6 -0.16
C 4.306237 -4.062027 1.503928 1.5 -0.3 2.4 0.08
C 5.165215 -3.793250 2.611360 -1.3 -0.9 -0.3 0.07
N 4.727584 -3.891200 3.940640 0.7 2.0 -3.9 -0.09
C 3.448233 -4.035308 4.150633 -2.8 -1.9 -0.7 0.00
C 2.576312 -4.514826 3.117181 0.8 1.8 0.2 0.09
C 5.495252 -3.326045 5.010278 1.1 -0.6 2.3 0.00
H -0.554716 -7.452998 -2.311563 -0.4 0.2 0.0 0.11
H -0.050643 -6.047126 -3.315291 0.2 -0.2 0.0 0.09
H -1.505804 -5.859996 -2.406134 -0.1 -0.3 0.6 0.11
H 1.450449 -7.595778 -1.341248 0.4 0.0 0.0 0.14
H 3.050832 -6.857505 0.621461 -0.1 -0.2 -0.3 0.13
H 0.955529 -3.140495 0.637103 -0.1 0.1 -0.2 0.12
H -0.459459 -4.037945 -1.339497 -0.6 0.3 0.8 0.11
H 4.752957 -4.158320 0.525370 -0.1 0.5 -0.2 0.14
H 6.216102 -3.567765 2.505595 0.0 0.0 -0.1 0.14
H 3.151563 -3.854167 5.173161 -0.5 -0.2 0.0 0.16
H 1.514732 -4.691058 3.208766 0.0 -0.1 1.0 0.14
H 5.159087 -2.339836 5.330426 0.0 0.1 -0.6 0.12
H 6.578989 -3.389863 4.912615 -0.2 0.3 -0.8 0.11
H 5.342719 -3.988341 5.862451 -0.2 0.1 0.2 0.11
C 2.808283 4.050864 1.659781 -1.4 -0.8 -0.9 0.05
N 1.446923 4.295837 1.044422 -0.5 0.2 0.3 -0.05
C 0.400146 3.383418 1.159071 -0.4 1.4 -1.8 0.05
C -0.877615 3.742860 0.672499 1.2 0.1 0.8 0.09
C -1.111427 5.067045 0.202528 -1.4 -3.8 0.9 -0.17
C -0.079232 5.875752 0.149612 2.9 2.5 0.0 0.04
C 1.238351 5.506252 0.547826 -2.2 0.2 -0.5 0.04
C -2.439979 5.451155 -0.312890 -0.1 1.4 -1.2 -0.13
C -2.570966 5.523315 -1.704153 -0.4 -0.5 -0.1 0.06
C -3.764108 5.971999 -2.254156 1.0 -0.8 0.7 0.02
N -4.734450 6.328007 -1.425898 -2.1 -0.4 1.4 -0.10
C -4.706223 6.244341 -0.072474 2.9 0.7 -0.3 0.03
C -3.456174 5.980473 0.475879 0.1 -0.8 0.4 0.07
C -6.037723 6.745278 -1.952684 0.2 -0.3 -0.5 0.04
H 3.160542 3.120334 1.214676 0.3 0.2 0.3 0.06
H 2.565891 3.902159 2.712039 0.7 0.3 0.0 0.11
H 3.410006 4.906316 1.352831 0.1 -0.3 0.5 0.11
H 0.715819 2.384734 1.422502 -0.2 0.0 0.5 0.10
H -1.719181 3.066631 0.702188 0.2 -0.4 0.1 0.09
H -0.336015 6.878042 -0.160033 0.8 0.3 -0.2 0.14
H 2.040117 6.222089 0.442212 0.2 -0.3 0.2 0.15
H -1.770965 5.174088 -2.340104 0.0 0.0 -0.1 0.13
H -4.008282 5.932721 -3.305456 0.2 0.3 -0.1 0.16
H -5.531429 6.584542 0.535542 -0.1 -0.1 -0.3 0.15
H -3.185524 6.156561 1.506481 -0.7 -0.3 0.3 0.14
H -5.789983 7.500853 -2.698222 -0.7 0.2 0.1 0.12
H -6.613009 7.075099 -1.087601 -0.2 0.3 -0.6 0.10
H -6.513794 5.877581 -2.409363 -0.1 0.1 0.0 0.12
N 1.528130 1.925905 -1.671842 -3.6 1.3 -1.4 -0.35
S 2.964741 2.357629 -1.837449 8.4 -0.5 1.5 0.39
O 3.308788 3.740225 -1.528337 -1.0 -1.5 -0.3 -0.28
O 3.658374 1.697765 -2.913188 -0.8 1.1 0.4 -0.23
F 3.504653 1.552823 -0.558793 -0.2 0.3 0.1 -0.20
S 0.953773 2.813485 -3.004428 -5.7 -2.7 -2.3 0.54
O 0.899344 2.039225 -4.222859 1.7 1.2 1.3 -0.22
O 0.888022 4.229516 -3.005231 1.6 0.5 0.4 -0.24
F -0.547101 2.532864 -2.532034 -0.9 -0.4 1.0 -0.27
N 0.996179 0.020949 1.997236 -7.7 -0.8 2.6 -0.35
S 0.275347 -0.330044 3.509258 -6.2 1.0 1.5 0.54
O 0.522195 0.635914 4.547324 0.7 -0.3 -1.6 -0.23
O 0.162152 -1.684193 3.874525 1.5 -1.4 -0.3 -0.24
F -1.298685 -0.122543 3.125703 1.8 0.9 -0.6 -0.19
S 2.374907 -0.059480 2.504332 11.4 1.7 -1.7 0.43
O 2.946419 -1.211705 3.215655 -1.7 1.9 0.2 -0.28
O 3.014267 1.279654 2.674395 -1.7 -3.3 0.4 -0.29
F 2.814267 -0.482442 1.035375 1.5 -0.1 -1.1 -0.24
N -3.024947 1.267436 -0.424959 -1.9 2.7 -2.2 -0.30
S -4.171011 2.056818 -1.410307 1.4 1.5 -6.2 0.58
O -4.747809 3.330353 -0.964087 0.4 -2.1 0.5 -0.29
O -4.835397 1.225496 -2.378839 0.0 0.6 2.2 -0.22
F -3.027176 2.658208 -2.399892 0.1 0.1 0.5 -0.24
S -4.053698 1.266142 0.738459 -1.7 -6.6 7.2 0.42
O -5.355945 0.662927 0.533577 0.7 2.1 -1.4 -0.23
O -3.979221 2.194716 1.829859 1.0 0.6 -1.2 -0.26
F -3.371941 -0.127588 1.338169 0.5 1.3 0.4 -0.27
N 0.911042 -2.312306 -2.520255 1.7 0.1 0.8 -0.36
S 2.535105 -2.578099 -2.697219 4.3 -1.5 4.4 0.57
O 3.345269 -1.840194 -3.601095 -1.0 -1.3 -1.5 -0.20
O 2.897407 -3.992209 -2.289921 -1.2 4.3 -1.0 -0.30
F 2.856360 -1.599498 -1.474686 -0.4 -0.7 1.7 -0.24
S 0.579959 -2.800018 -3.948939 -6.7 2.0 -8.0 0.44
O 0.844359 -4.171818 -4.262821 1.1 0.3 0.6 -0.25
O 0.646751 -1.750623 -4.979901 1.7 -2.1 2.1 -0.25
F -1.023864 -2.825526 -3.924423 0.2 -0.4 1.6 -0.19
N -2.395969 -2.396344 -0.413328 -2.0 0.6 -2.1 -0.36
S -3.638362 -2.628187 -1.539280 -1.7 1.6 -4.9 0.54
O -4.938169 -2.019884 -1.361141 1.9 -0.8 1.4 -0.23
O -3.648261 -3.868940 -2.291118 1.0 1.0 1.7 -0.27
F -2.992927 -1.587480 -2.578925 0.6 0.0 0.4 -0.23
S -3.034985 -3.278898 0.710758 0.7 -3.1 5.9 0.46
O -2.880972 -4.693852 0.400152 -1.1 1.2 -0.2 -0.30
O -4.148344 -2.812037 1.526683 1.9 -0.7 -2.3 -0.24
F -1.772350 -3.156548 1.716489 0.1 0.8 0.0 -0.23
```
Positions in Å, forces in eV/Å.

Calculated values
Gap between HOMO and LUMO ... 6.606 eV
E_HOMO ... -11.656 eV
Relative energy (zero: lowest compared OMol25 entry of this formula, charge and spin) ... 0.0 kcal/mol
Charge ... +1

=====

Number 1: E -56413.835 eV, maximum force 7.6 eV/A. Number 2: E -12992.758 eV, maximum force 8.6 eV/A. Number 3: E -221040.107 eV, maximum force 11.7 eV/A.